Entry 1:
ORCA calculation (the ωB97M-V functional and the def2-TZVPD basis) on C17H39HfOP3Se as an isolated structure.

Its total charge is +4. The calculation puts the HOMO-LUMO gap (alpha / beta) at 4.612 / 4.613 eV.

Element x y z (Å)
Hf  -0.388  -0.081  1.004
P  0.948  -2.254  1.647
P  1.729  1.126  1.803
P  -1.816  -1.579  -0.385
H  -1.284  4.310  -0.715
C  -2.169  3.656  -0.517
C  -2.150  2.628  0.358
H  -1.330  2.496  1.069
C  2.188  -2.787  0.378
C  1.951  -2.264  3.190
C  -0.023  -3.794  1.914
C  1.709  2.858  1.245
C  2.053  1.325  3.578
C  3.360  0.582  1.181
C  -2.775  -0.581  -1.555
C  -3.097  -2.548  0.474
C  -1.046  -2.814  -1.464
H  -3.102  3.972  -1.049
H  -3.072  2.075  0.547
H  2.685  -3.718  0.682
H  2.951  -2.016  0.229
H  1.691  -2.952  -0.584
H  2.395  -3.264  3.355
H  1.306  -2.035  4.051
H  2.760  -1.524  3.160
H  0.642  -4.578  2.312
H  -0.498  -4.165  0.998
H  -0.809  -3.600  2.656
H  2.256  3.448  1.999
H  0.682  3.257  1.159
H  2.218  2.952  0.271
H  2.966  1.937  3.658
H  2.219  0.365  4.089
H  1.222  1.854  4.069
H  4.093  1.306  1.553
H  3.357  0.590  0.084
H  3.633  -0.415  1.542
H  -3.617  -1.203  -1.908
H  -2.148  -0.285  -2.411
H  -3.166  0.331  -1.072
H  -3.823  -2.884  -0.281
H  -3.616  -1.935  1.223
H  -2.666  -3.426  0.973
H  -1.838  -3.065  -2.183
H  -0.745  -3.712  -0.909
H  -0.180  -2.381  -1.988
C  0.393  1.283  -2.949
C  -0.369  2.434  -2.811
C  -0.764  3.191  -3.910
C  -0.421  2.751  -5.176
C  0.274  1.548  -5.332
C  0.665  0.809  -4.224
Se  1.180  0.034  -1.558
H  0.250  0.865  -0.620
H  -0.676  2.727  -1.831
H  -1.279  4.140  -3.840
H  -0.671  3.331  -6.073
H  0.579  1.177  -6.318
H  1.201  -0.119  -4.339
O  -1.703  0.157  2.931
H  -2.005  -0.481  3.615
H  -2.311  0.946  3.007

Cartesian forces, eV/Å:
-1.53 1.39 1.94
1.52 -2.46 0.46
2.96 0.70 0.53
-1.29 -2.56 -1.79
-0.84 -0.58 0.40
0.13 0.50 0.21
-0.71 0.09 -0.52
0.37 0.15 0.13
-0.26 0.59 -0.47
-0.12 0.60 0.38
-0.61 0.24 -0.02
-0.62 0.51 -0.52
-0.46 -0.29 0.70
-0.12 -0.25 -0.22
-0.04 0.94 -0.15
-0.10 0.04 0.67
0.27 -0.07 -0.21
0.85 -0.59 0.46
0.14 0.12 0.11
-0.28 0.19 0.22
-0.09 -0.16 0.08
0.07 -0.08 0.17
-0.29 0.36 -0.33
0.20 -0.11 -0.14
-0.20 -0.29 -0.02
-0.08 0.36 -0.16
0.24 0.10 0.31
0.16 -0.18 -0.06
-0.20 -0.18 -0.26
0.55 0.06 0.06
-0.25 -0.05 0.32
-0.28 -0.18 -0.03
-0.06 0.40 -0.15
0.30 -0.12 -0.07
-0.06 -0.08 -0.09
0.19 0.04 0.32
0.01 0.27 -0.04
0.30 0.21 0.15
-0.19 -0.06 0.27
-0.04 -0.34 -0.35
0.20 0.09 0.19
-0.06 -0.22 -0.21
-0.14 0.25 -0.15
0.33 -0.17 0.05
-0.15 0.27 -0.32
-0.47 -0.32 0.07
-0.35 -0.48 -1.64
0.13 -0.07 1.23
0.46 -0.39 -0.41
0.29 -0.34 -0.83
0.23 0.03 -0.31
0.31 -0.24 0.19
-1.57 1.93 0.37
0.85 0.33 -0.75
0.14 0.25 0.22
-0.13 -0.10 0.45
0.03 -0.21 0.50
-0.32 0.25 0.37
0.20 -0.17 -0.35
-0.27 0.70 -0.97
0.17 0.19 -0.18
0.59 -0.82 0.16

Entry 2:
ORCA calculation (the ωB97M-V functional and the def2-TZVPD basis) on a 9-piece molecular cluster, C17H40Br4Cl10N2O2 overall.

The calculation puts the HOMO-LUMO gap at 9.328 eV.

Element x y z (Å)
C  1.038  -1.242  -1.785
O  0.577  -1.844  -0.594
C  1.194  -1.217  0.585
C  0.490  -1.705  1.843
C  -1.059  -1.534  1.751
N  0.906  -0.994  3.037
H  0.358  -1.436  -2.614
H  1.959  -1.756  -2.061
H  1.123  -0.160  -1.879
H  2.257  -1.457  0.556
H  1.088  -0.135  0.515
H  0.708  -2.744  2.090
H  -1.371  -0.502  1.590
H  -1.587  -1.983  2.592
H  -1.539  -2.133  0.979
H  0.755  -1.505  3.895
H  0.327  -0.169  3.099
C  -2.457  5.006  2.848
O  -1.377  5.511  2.087
C  -1.625  5.294  0.690
C  -0.551  6.019  -0.180
C  -0.777  7.533  -0.135
N  -0.680  5.673  -1.585
H  -2.535  3.930  2.691
H  -3.443  5.434  2.664
H  -2.260  5.293  3.881
H  -1.689  4.244  0.402
H  -2.612  5.659  0.409
H  0.386  5.835  0.346
H  0.194  8.027  -0.168
H  -1.416  7.727  0.727
H  -1.303  8.035  -0.947
H  -0.513  4.715  -1.858
H  -1.628  5.831  -1.893
Br  3.128  0.545  -7.928
C  4.591  0.826  -9.235
C  5.608  1.871  -8.776
Br  7.334  1.656  -9.810
H  4.109  1.155  -10.156
H  5.111  -0.116  -9.408
H  5.705  1.808  -7.692
H  5.206  2.876  -8.905
Br  -1.690  -8.052  -2.018
C  -0.498  -6.404  -2.218
C  0.328  -6.471  -3.501
Br  -0.701  -7.167  -5.059
H  0.097  -6.343  -1.307
H  -1.111  -5.510  -2.105
H  1.203  -7.106  -3.362
H  0.792  -5.511  -3.730
Cl  -2.860  -0.154  10.373
C  -3.772  0.718  9.125
Cl  -3.141  0.489  7.431
H  -4.812  0.391  9.092
H  -3.770  1.803  9.231
Cl  6.232  -3.051  5.260
C  6.083  -3.464  3.581
Cl  7.033  -2.326  2.693
H  6.501  -4.450  3.376
H  5.048  -3.420  3.241
Cl  -8.628  -5.337  0.032
C  -7.236  -5.969  -0.777
Cl  -5.699  -5.293  -0.120
H  -7.283  -7.048  -0.627
H  -7.302  -5.688  -1.829
Cl  -3.551  0.860  -2.782
C  -4.131  -0.593  -3.629
Cl  -5.916  -0.540  -3.613
H  -3.747  -0.660  -4.647
H  -3.797  -1.494  -3.115
Cl  6.112  2.507  5.793
C  4.410  1.955  5.743
Cl  3.933  1.604  7.374
H  3.877  2.791  5.290
H  4.264  1.062  5.134

Cartesian forces, eV/Å:
0.04 -0.98 -1.02
0.03 1.47 1.10
-0.56 -0.73 -0.93
-1.82 -0.48 0.78
-0.17 -1.29 -0.83
0.90 1.06 -0.03
-0.42 -0.54 0.22
0.46 0.45 -0.14
0.29 0.23 1.03
0.14 -0.01 0.32
-0.07 0.19 -0.04
0.06 -0.25 -0.70
0.16 0.10 0.17
0.44 0.51 0.70
0.41 0.19 -0.70
-0.06 -0.26 -0.19
0.16 0.32 0.25
0.35 0.14 0.61
-0.78 -0.13 -1.20
0.49 0.65 -0.26
-1.95 0.35 0.36
-0.04 0.36 0.48
0.58 -0.69 -0.53
-0.02 -0.20 0.35
-0.02 0.34 -0.73
0.22 -0.51 0.09
0.48 -0.51 0.38
-0.29 0.49 0.10
0.38 -0.40 -0.81
-0.10 0.24 0.69
0.69 0.55 0.46
-0.24 -0.84 -0.52
0.40 -0.30 0.44
-0.15 0.44 0.09
0.70 0.19 -0.44
0.40 0.18 -0.40
-0.63 0.05 0.27
-1.36 0.24 0.95
-0.01 -0.21 0.12
-0.41 -0.07 0.21
0.95 -0.39 -0.15
0.36 0.01 -0.57
0.90 1.33 0.25
-0.68 -0.44 0.17
0.13 -0.42 0.29
0.78 0.74 0.59
0.39 -0.58 -0.25
-0.48 -0.33 -0.65
-0.41 -0.49 -0.13
-0.63 0.23 -0.25
-0.33 0.46 -0.54
-0.24 0.24 -1.04
-0.10 -0.15 0.80
0.32 -0.26 0.22
0.35 -0.29 0.56
-0.34 -0.25 1.00
-0.16 -0.62 -0.42
0.52 0.75 -1.12
-0.16 0.07 0.30
0.12 0.08 0.24
-0.74 0.50 0.47
0.61 -0.16 -0.27
-0.51 -0.38 -0.26
0.49 0.21 -0.16
0.18 -0.16 0.21
0.34 -0.34 -0.27
-0.27 -0.15 0.22
0.37 -0.32 -0.28
-0.25 0.50 0.08
-0.17 0.30 0.26
-0.02 -0.29 -0.45
0.52 0.44 -0.59
-0.68 -0.09 0.51
-0.25 -0.19 0.43
0.43 0.12 0.08

Entry 3:
ORCA calculation (the ωB97M-V functional and the def2-TZVPD basis) on a 14-piece molecular cluster, C17H40Cl26NO2PSi overall.

The calculation puts the HOMO-LUMO gap at 7.115 eV.

Element x y z (Å)
C  -0.001  0.750  -4.304
C  1.490  0.861  -3.934
C  1.887  0.042  -2.702
O  3.031  -0.791  -2.927
Si  2.773  -2.408  -3.142
C  1.741  -2.734  -4.666
P  1.752  -3.412  -1.339
N  1.520  -2.039  -0.296
O  0.224  -3.663  -1.940
H  -0.564  0.201  -3.548
H  -0.139  0.272  -5.274
H  -0.427  1.749  -4.387
H  2.111  0.567  -4.780
H  1.721  1.911  -3.749
H  1.044  -0.544  -2.326
H  2.179  0.717  -1.895
H  4.096  -3.022  -3.354
H  0.972  -1.967  -4.770
H  1.277  -3.720  -4.669
H  2.383  -2.663  -5.548
H  2.413  -1.709  0.051
H  0.935  -2.296  0.492
H  -0.408  -3.801  -1.228
C  -0.105  5.144  -2.862
Cl  0.959  5.130  -4.269
Cl  -0.813  3.546  -2.570
H  0.473  5.432  -1.992
H  -0.908  5.848  -3.042
C  -1.777  -3.735  1.720
Cl  -2.188  -4.750  0.328
Cl  -0.136  -4.037  2.303
H  -1.848  -2.696  1.419
H  -2.475  -3.956  2.518
C  6.081  -1.962  0.357
Cl  4.951  -2.495  -0.899
Cl  7.488  -3.024  0.478
H  6.421  -0.966  0.101
H  5.565  -1.964  1.309
C  -2.213  2.876  0.706
Cl  -3.402  1.569  0.621
Cl  -0.934  2.547  1.884
H  -1.740  2.974  -0.263
H  -2.726  3.786  0.994
C  3.020  1.888  -7.756
Cl  1.721  0.716  -8.016
Cl  2.518  3.219  -6.706
H  3.849  1.377  -7.282
H  3.308  2.298  -8.716
C  0.063  1.630  5.968
Cl  0.975  1.835  4.468
Cl  -0.529  -0.023  6.182
H  0.715  1.867  6.800
H  -0.800  2.285  5.952
C  3.667  0.837  3.218
Cl  2.825  0.295  1.761
Cl  4.974  -0.256  3.696
H  4.095  1.812  3.020
H  2.948  0.881  4.027
C  -4.298  -8.021  -1.111
Cl  -3.383  -6.793  -1.989
Cl  -4.766  -7.494  0.514
H  -5.203  -8.234  -1.666
H  -3.681  -8.906  -1.016
C  -4.794  -10.148  3.460
Cl  -4.744  -11.644  2.516
Cl  -3.401  -9.983  4.534
H  -4.790  -9.317  2.766
H  -5.693  -10.157  4.064
C  -3.136  1.720  8.667
Cl  -4.177  0.496  7.942
Cl  -2.625  2.945  7.492
H  -3.686  2.218  9.456
H  -2.251  1.230  9.054
C  -4.860  -2.562  10.146
Cl  -4.926  -4.193  10.819
Cl  -3.382  -1.705  10.601
H  -4.887  -2.634  9.065
H  -5.707  -2.001  10.520
C  -0.214  8.836  -5.859
Cl  -0.583  8.443  -4.167
Cl  1.263  8.055  -6.418
H  -1.043  8.497  -6.469
H  -0.089  9.909  -5.933
C  2.098  9.673  -2.150
Cl  2.649  11.345  -2.306
Cl  1.875  9.188  -0.462
H  1.144  9.576  -2.654
H  2.842  9.024  -2.595

Cartesian forces, eV/Å:
0.21 0.26 -0.25
-0.23 0.01 -0.01
0.29 0.32 0.14
-0.13 -0.05 -0.06
-0.49 0.00 -0.43
0.14 0.13 -0.13
0.43 -0.89 0.48
-0.39 0.25 -0.38
-0.02 0.74 -0.37
-0.05 -0.02 -0.04
-0.05 -0.15 0.09
-0.12 -0.17 -0.08
0.06 -0.11 0.03
0.09 0.01 -0.01
0.03 -0.08 -0.07
-0.11 -0.03 0.09
0.03 -0.03 0.09
-0.14 -0.12 0.06
-0.08 0.03 0.08
0.01 0.01 0.00
0.00 0.02 0.03
0.30 -0.07 0.18
-0.10 -0.30 0.07
0.03 0.01 0.05
0.00 0.01 0.05
-0.01 0.18 0.06
0.02 -0.05 0.00
-0.02 -0.04 -0.05
-0.04 0.07 0.00
0.04 0.09 0.09
0.00 0.00 0.00
0.01 0.00 -0.01
0.02 -0.04 0.01
-0.11 0.07 0.07
0.41 -0.01 0.26
0.01 0.00 0.00
0.02 -0.01 -0.02
-0.01 -0.02 0.01
0.13 -0.04 -0.03
-0.01 0.00 0.00
-0.13 0.02 0.00
-0.11 0.01 0.04
0.00 -0.01 0.03
0.04 -0.03 0.02
0.01 0.00 0.01
0.00 0.00 -0.03
-0.02 -0.01 0.02
-0.03 0.01 -0.01
-0.12 0.00 0.11
-0.41 0.17 0.19
0.02 0.03 0.00
0.03 0.00 -0.02
0.17 -0.06 -0.15
0.13 -0.04 0.03
-0.01 0.05 0.00
0.07 -0.05 -0.02
0.04 0.01 -0.03
0.34 -0.17 -0.17
-0.01 -0.10 -0.06
-0.03 -0.03 -0.05
-0.01 0.03 0.02
-0.01 0.02 0.00
0.02 0.02 0.03
-0.01 0.02 -0.01
0.00 0.00 -0.01
0.00 0.00 0.00
0.01 0.02 -0.02
0.00 -0.02 0.01
0.06 -0.09 0.09
-0.09 0.04 -0.14
-0.20 0.11 0.15
-0.02 0.02 -0.03
0.00 -0.02 -0.03
-0.05 0.05 -0.07
0.00 0.00 0.00
0.09 -0.04 0.13
0.02 -0.01 0.00
0.01 0.00 0.02
0.01 0.02 -0.05
-0.16 0.03 -0.06
0.02 0.04 -0.03
0.01 -0.05 0.02
0.01 0.00 0.03
-0.01 -0.02 -0.02
0.00 0.00 0.00
0.00 -0.01 0.00
0.09 0.05 0.04
0.01 0.01 0.01

Number 1: energy -4218.2447 hartree. Number 2: energy -15829.5491 hartree. Number 3: energy -13472.8046 hartree.